# C10H17O4

A 2-piece molecular cluster, C10H17O4 overall at a distorted geometry (ωB97M-V with the def2-TZVPD basis set, the Open Molecules 2025 dataset).

```
31
Properties=species:S:1:pos:R:3:forces:R:3:lowdin_spin:R:1
C 2.53722 0.57428 0.28640 0.3 0.0 0.1 0.00
C 1.19660 0.16309 -0.28738 -0.7 1.1 0.3 0.00
C 0.54237 1.37817 -1.02344 0.7 0.1 0.5 0.00
C -0.09067 1.82788 0.32443 0.2 -0.3 -0.1 0.00
C 0.05578 0.37082 0.78003 0.8 0.0 -0.5 0.05
C -1.21784 -0.47561 0.41615 1.7 -0.5 0.2 0.01
C -1.49431 -0.06925 -1.31477 -0.8 0.3 -0.6 -0.03
C -0.52623 0.91606 -1.98035 -0.1 0.3 0.2 -0.01
O -1.52827 -1.25319 -2.01052 -0.1 -0.9 0.0 0.00
C -0.90296 -1.96093 0.69952 -0.2 -0.4 -0.1 -0.01
O -2.30200 -0.10579 0.93730 -1.4 0.8 0.9 0.04
O -1.33882 0.41779 5.79942 -1.5 0.8 -1.8 0.48
O -2.10334 0.85097 4.91687 1.5 -0.9 1.5 0.47
C 1.35754 -1.11041 -1.06097 0.3 -0.2 -0.5 0.00
H 2.95895 -0.24575 0.88335 0.0 0.2 0.0 0.00
H 3.22637 0.77771 -0.54624 0.0 0.0 0.3 0.00
H 2.46419 1.46908 0.91394 0.1 -0.2 -0.1 0.00
H 1.28588 2.05337 -1.45714 -0.3 0.1 -0.3 0.00
H 0.56883 2.49440 0.89083 -0.3 -0.1 -0.1 0.00
H -1.11938 2.20613 0.32050 0.3 0.1 0.0 0.00
H 0.41164 0.20164 1.80422 -0.7 -0.3 0.1 0.00
H -2.50330 0.37476 -1.29476 0.4 -0.2 0.5 0.00
H -1.13929 1.78499 -2.24712 0.2 -0.1 -0.2 0.00
H -0.07359 0.50278 -2.89358 -0.3 -0.2 0.3 0.00
H -2.01773 -1.91425 -1.49361 -0.1 0.2 -0.4 0.00
H -0.04913 -2.36019 0.14944 -0.4 0.1 0.3 0.00
H -0.69368 -2.02321 1.78085 -0.1 0.0 -0.4 0.00
H -1.78247 -2.58931 0.50997 0.1 0.1 0.1 0.00
H 0.43705 -1.41517 -1.56634 0.6 -0.2 0.2 0.00
H 2.11061 -0.93883 -1.84161 0.0 -0.1 0.1 0.00
H 1.72998 -1.90202 -0.39541 0.0 0.1 -0.4 0.00
```
Positions in Å, forces in eV/Å.

Output
Energy above the lowest of the compared OMol25 structures with the same formula, charge and spin (kcal/mol): 83.6
Calculated total energy (Ha): -691.82012
Spin multiplicity: 2
Max |F| (eV Å⁻¹): 2.44
Net charge: 0


# C3H7F2N2

A 2-piece molecular cluster, C3H7F2N2 overall at a distorted geometry (ωB97M-V with the def2-TZVPD basis set, the Open Molecules 2025 dataset).

```
14
Properties=species:S:1:pos:R:3:forces:R:3:lowdin_charge:R:1
C 1.22491 0.09660 -0.23653 1.8 -0.7 -3.5 -0.17
C -1.77479 -1.03202 -0.07517 1.5 3.1 -2.0 0.01
C -1.06409 1.00984 -0.46191 -2.6 -3.2 0.3 -0.14
N 2.36477 -0.06262 0.39231 0.6 -0.4 3.0 0.18
N 0.21717 0.80200 0.18727 -0.5 1.0 1.0 0.09
F -0.64787 -1.66302 0.15335 2.3 -1.0 0.7 -0.03
F -1.93005 1.71045 0.31907 1.2 0.2 0.1 0.01
H 1.40493 -0.27864 -1.31259 -1.5 0.8 1.5 0.21
H -2.32070 -1.05790 0.83852 -1.3 0.5 0.1 0.10
H -2.00542 -1.28532 -1.08719 -1.6 -0.1 -0.1 0.09
H -1.20799 1.40783 -1.53084 1.2 -0.9 1.6 0.17
H 3.14457 -0.68697 0.19207 -0.7 0.1 -1.1 0.15
H 2.39858 0.06322 1.40400 -0.2 0.5 -0.2 0.14
H 0.19599 0.97655 1.21764 -0.1 0.1 -1.1 0.20
```
Positions in Å, forces in eV/Å.

Output
Energy above the lowest of the compared OMol25 structures with the same formula, charge and spin (kcal/mol): 72.6
Calculated total energy (Ha): -427.38829
Max |F| (eV Å⁻¹): 4.18
Net charge: +1


# C54H47AsBaBr3N4O5P

C54H47AsBaBr3N4O5P as an isolated structure at a distorted geometry (ωB97M-V with the def2-TZVPD basis set, the Open Molecules 2025 dataset).

```
116
Properties=species:S:1:pos:R:3:forces:R:3:lowdin_charge:R:1
Ba -1.09708 0.16372 -0.25114 -0.6 -1.1 0.1 1.87
Br -2.47689 6.14536 -0.26666 0.1 0.4 -0.3 0.62
C -3.00196 4.33454 -0.23293 -1.1 -1.3 0.1 -1.06
Br -2.16761 3.17422 -1.61823 -0.5 0.8 0.6 0.61
H -4.11138 4.21440 -0.27874 1.0 0.3 -0.5 0.03
H -2.73753 3.95324 0.74450 0.4 -0.2 -0.1 -0.04
O 0.82545 1.68428 -1.31805 -0.4 -0.6 -1.0 -0.28
C 0.62471 1.38064 -2.54885 0.6 -0.2 0.8 -0.79
O -0.37317 0.72366 -2.99585 1.1 0.4 1.5 -0.25
C 1.63629 1.93811 -3.58313 0.3 0.2 1.9 -0.24
P 0.47151 2.25653 -4.89802 -0.4 0.3 -1.8 1.06
C 1.10532 3.90842 -5.30810 0.0 0.2 -0.2 -0.39
C 2.43473 4.33395 -5.42881 -0.5 1.0 0.0 -0.10
C 2.64717 5.71641 -5.52308 0.9 0.0 -0.6 -0.09
C 1.63500 6.67118 -5.39773 0.0 -0.7 0.2 -0.08
C 0.34927 6.22127 -5.13952 0.4 -0.1 -0.7 -0.10
C 0.10085 4.87606 -5.20655 -1.4 -0.8 0.0 -0.14
C 1.11009 1.14102 -6.18062 -0.3 0.7 -0.8 -0.37
C 0.62796 -0.14301 -6.21533 -0.3 -1.6 0.8 -0.12
C 0.83775 -0.98472 -7.30455 0.7 1.1 -0.2 -0.07
C 1.72689 -0.55426 -8.30395 -0.5 0.6 2.1 -0.08
C 2.36008 0.68327 -8.17604 -1.1 -0.1 -0.5 -0.08
C 1.87905 1.58331 -7.24888 0.0 0.0 0.8 -0.09
H 2.55395 1.29265 -3.72090 -1.2 0.6 0.0 0.13
H 1.95554 2.96455 -3.24527 -0.1 -1.3 0.1 0.10
H 3.30768 3.66857 -5.46741 -0.6 0.1 0.0 0.12
H 3.65921 6.03179 -5.81228 -0.4 0.1 0.4 0.10
H 1.83214 7.71609 -5.53874 0.2 0.3 0.1 0.10
H -0.53589 6.80204 -5.02056 -0.1 1.0 0.0 0.09
H -0.99689 4.60650 -5.20046 1.5 -0.2 0.3 0.11
H 0.12088 -0.53909 -5.32789 -0.2 0.2 -0.4 0.10
H 0.31222 -1.91947 -7.35815 0.0 -0.3 -0.1 0.09
H 1.88479 -1.15851 -9.12951 0.6 -1.1 -1.5 0.07
H 3.09123 1.00901 -8.88089 0.3 0.1 -0.6 0.09
H 2.03771 2.64347 -7.28446 0.8 0.2 -0.3 0.08
O 1.15947 0.84518 1.23761 0.3 1.4 -0.6 -0.25
H 1.37736 1.58040 0.57517 -0.3 -1.3 1.1 0.05
H 1.05211 1.23821 2.12448 0.2 -0.2 -0.6 -0.01
C -0.51820 2.74859 5.32526 -0.1 -0.8 -0.4 -0.07
C -1.71273 3.02561 4.33751 1.8 -0.5 0.3 -0.18
C -1.67251 2.17437 3.14681 -0.5 -2.2 -0.3 -0.18
N -1.64424 1.36583 2.31220 0.0 1.8 1.0 0.09
H -0.39912 3.60783 5.94949 0.0 0.6 0.5 0.06
H 0.44791 2.60013 4.83577 -0.3 0.1 -0.3 0.03
H -0.64720 1.86357 5.98373 -0.3 0.5 -0.6 0.09
H -1.62233 4.00531 3.92355 0.1 1.0 0.1 0.10
H -2.62194 2.98308 4.90218 -0.7 -0.3 -0.2 0.11
C -2.06390 -4.48522 -1.84458 2.9 0.4 2.5 -0.07
C -1.16348 -3.47304 -1.35222 -1.4 0.1 -1.8 -0.09
N -1.20733 -2.27353 -1.95002 1.1 0.0 1.5 -0.04
C -2.05125 -2.00519 -2.92880 -0.7 -0.3 -0.7 -0.13
C -2.92404 -2.94705 -3.47034 -0.3 -1.6 0.3 -0.17
C -2.85327 -4.25275 -2.91076 -1.2 -0.1 -1.1 -0.02
C -3.65867 -2.71286 -4.71289 -0.5 0.8 -0.4 -0.02
C -4.44809 -3.51088 -5.51235 1.1 0.9 -1.2 -0.03
C -5.40611 -4.57330 -5.23981 -0.2 -0.4 1.3 -0.29
C -6.17999 -5.26265 -6.17702 0.6 0.5 -1.2 -0.01
C -7.15328 -6.14924 -5.72332 -0.5 1.0 0.1 -0.13
N -7.47307 -6.19387 -4.43896 -0.3 -0.7 0.2 0.07
C -6.69950 -5.50528 -3.61935 0.8 -0.5 0.2 -0.21
N -5.66041 -4.77895 -3.93530 0.3 0.6 -0.2 0.11
H -1.94662 -5.43139 -1.32164 -0.4 -0.2 -0.5 0.11
H -0.36541 -3.62978 -0.60162 -0.9 0.0 -0.4 0.12
H -1.98448 -1.00939 -3.35553 0.0 0.1 0.0 0.10
H -3.43457 -5.10336 -3.33388 0.4 1.1 0.4 0.12
H -3.49830 -1.64426 -5.03483 0.3 -1.4 -0.5 0.13
H -4.35064 -3.30374 -6.60393 -0.7 0.6 0.9 0.11
H -6.03299 -5.00866 -7.23858 -0.1 -0.6 0.5 0.11
H -7.82434 -6.73613 -6.34767 0.5 0.1 -0.3 0.11
H -6.79174 -5.63185 -2.56234 -0.8 -0.1 0.6 0.11
C 5.60408 -3.23823 4.61595 -0.3 1.1 -0.7 -0.08
C 5.42276 -2.52105 5.82120 -0.1 -0.7 -0.2 -0.08
C 4.57092 -1.41526 5.80642 -0.3 0.7 0.1 -0.11
C 4.08711 -0.79017 4.64729 0.0 -1.8 0.0 -0.37
C 4.33683 -1.49600 3.46272 -0.3 -0.1 0.6 -0.13
C 4.98768 -2.72547 3.44848 0.6 -0.1 0.4 -0.09
As 2.89065 0.78744 4.58778 0.8 -0.4 1.1 1.36
C 4.45812 1.94071 4.50600 -1.8 0.9 0.2 -0.36
C 5.07414 2.35043 3.34049 0.1 -1.6 -0.7 -0.11
C 6.23882 3.07532 3.44531 0.6 1.1 -0.4 -0.10
C 6.65774 3.60669 4.65689 0.0 -1.1 1.8 -0.08
C 6.02038 3.14888 5.83497 -0.5 1.9 0.6 -0.01
C 4.78709 2.44591 5.76531 2.6 0.0 0.0 -0.20
C 3.99573 1.98896 6.91399 -0.9 -0.2 0.0 -0.20
C 4.05136 2.38071 8.24657 -0.9 -0.1 0.1 -0.02
C 3.21155 1.77907 9.19714 0.4 -0.5 -0.8 -0.08
C 2.36872 0.73517 8.86363 -0.5 0.8 -2.5 -0.06
C 2.09483 0.54784 7.46473 1.5 -0.4 2.3 -0.11
C 2.94874 1.10884 6.55975 0.1 0.3 -1.6 -0.36
H 6.22825 -4.10750 4.40243 -0.1 0.1 0.9 0.10
H 5.83386 -2.80327 6.82188 -0.3 -0.1 -1.2 0.11
H 4.21073 -1.04846 6.75326 0.4 0.3 0.3 0.08
H 3.90694 -1.10605 2.57599 -0.2 0.2 -1.0 0.08
H 5.07921 -3.29609 2.51054 0.0 0.4 0.5 0.11
H 4.74279 1.90323 2.36486 0.4 0.6 1.0 0.12
H 6.86782 3.24607 2.58978 -0.1 0.3 -0.4 0.10
H 7.53240 4.26554 4.79902 -0.5 -0.6 -0.5 0.11
H 6.41327 3.55519 6.81832 -0.6 -0.7 -1.2 0.12
H 4.59956 3.22381 8.60664 0.7 0.3 -0.1 0.10
H 3.24600 2.15235 10.18707 0.2 0.1 1.0 0.09
H 1.82287 0.12997 9.54006 -0.4 -0.1 0.9 0.09
H 1.38841 -0.19586 7.19368 -0.7 -0.4 -0.4 0.09
Br -3.92541 -1.60080 4.25696 -1.3 -0.4 -1.0 0.67
C -4.89532 -2.70335 2.91385 0.5 0.5 0.4 -0.55
C -6.00596 -3.47537 3.22800 -0.3 -0.8 1.2 -0.11
C -6.15454 -4.75032 2.63661 0.3 1.9 -0.4 -0.07
C -5.36087 -5.04697 1.50610 -1.0 -1.4 0.2 -0.10
C -4.55523 -4.09418 0.95043 0.4 1.3 0.5 0.00
C -4.33193 -2.88027 1.70143 1.3 -1.6 -2.2 -0.19
C -3.30220 -2.01141 1.05972 2.2 1.8 0.2 -0.74
O -3.62560 -1.28816 0.08213 -0.4 -0.2 -0.1 -0.14
O -2.12268 -1.99621 1.53907 -0.7 -0.3 -0.3 -0.17
H -6.66153 -2.99709 3.96760 0.1 -1.1 0.1 0.11
H -6.90878 -5.45619 2.94960 -0.1 0.2 0.1 0.10
H -5.51205 -6.06157 1.07259 0.4 0.9 0.1 0.11
H -3.97343 -4.22183 0.01647 -0.6 0.0 0.7 0.11
```
Positions in Å, forces in eV/Å.

Output
Energy above the lowest of the compared OMol25 structures with the same formula, charge and spin (kcal/mol): 31.3
Calculated total energy (Ha): -13005.81319
Max |F| (eV Å⁻¹): 3.82
Net charge: 0